Arrangement a

Below is a 2-piece molecular cluster, C3H7O3S2 overall, with properties calculated with ωB97M-V/def2-TZVPD.

ORCA input file:
```
! RIJCOSX wB97M-V def2-TZVPD def2/J DEFGRID3
* xyz -1 1
C 0.615 -0.350 0.864
C 1.810 -0.212 -0.134
O 2.882 -0.730 0.209
O 1.543 0.419 -1.195
C -0.088 0.956 1.129
S -1.764 0.734 1.859
S -2.988 0.285 0.312
H -0.047 -1.130 0.472
H 0.980 -0.737 1.792
H 0.381 1.527 1.933
H -0.186 1.627 0.277
H -2.713 -1.012 0.111
H 0.123 0.037 -1.988
H -0.002 -1.038 -3.038
O -0.546 -0.374 -2.604
*
```

Results
highest occupied orbital energy = -4.75 eV

Arrangement b

Below is a 2-piece molecular cluster, C3H7O3S2 overall, with properties calculated with ωB97M-V/def2-TZVPD.

ORCA input file:
```
! RIJCOSX wB97M-V def2-TZVPD def2/J DEFGRID3
* xyz -1 1
C 0.080 0.363 1.145
C -0.356 1.872 0.948
O -0.609 2.414 2.003
O -0.465 2.256 -0.214
C -0.692 -0.515 0.171
S -0.102 -2.258 0.588
S -0.233 -3.640 -1.008
H 1.142 0.359 1.024
H -0.240 0.069 2.225
H -1.754 -0.468 0.442
H -0.568 -0.222 -0.867
H 0.912 -3.550 -1.656
H 0.188 1.277 -1.575
H 1.668 1.129 -1.294
O 1.030 0.915 -1.932
*
```

Results
highest occupied orbital energy = -4.60 eV

From most stable to least stable, the computed energies give arrangement a, arrangement b.

Arrangement a

Below is a 2-piece molecular cluster, CH4NO3S overall, with properties calculated with ωB97M-V/def2-TZVPD.

ORCA input file:
```
! RIJCOSX wB97M-V def2-TZVPD def2/J DEFGRID3
* xyz -1 1
C -1.047 0.101 1.203
N 0.064 -0.632 1.722
O 2.157 -0.860 -1.435
O 1.379 1.453 -2.101
O -0.166 -0.429 -1.960
S 1.122 0.116 -1.566
H -1.172 0.037 0.096
H -1.962 -0.212 1.750
H -1.084 1.317 1.376
H 0.711 -0.891 0.915
*
```

Results
highest occupied orbital energy (spin up / spin down) = -5.43 / -2.92 eV

Arrangement b

Below is a 2-piece molecular cluster, CH4NO3S overall, with properties calculated with ωB97M-V/def2-TZVPD.

ORCA input file:
```
! RIJCOSX wB97M-V def2-TZVPD def2/J DEFGRID3
* xyz -1 1
C 1.242 0.540 0.629
N -0.239 -1.321 0.539
O -2.440 -0.711 -1.608
O -0.678 0.849 -2.015
O 0.173 -0.057 1.264
S -1.559 0.241 -0.961
H 1.126 1.015 -0.338
H 2.010 -0.244 0.428
H 1.567 1.377 1.315
H -1.203 -1.690 0.746
*
```

Results
highest occupied orbital energy (spin up / spin down) = -2.86 / -2.86 eV

From most stable to least stable, the computed energies give arrangement a, arrangement b.

Arrangement a

Below is a 2-piece molecular cluster, C21H27N3O4 overall, with properties calculated with ωB97M-V/def2-TZVPD.

ORCA input file:
```
! RIJCOSX wB97M-V def2-TZVPD def2/J DEFGRID3
* xyz 0 1
C -0.172 0.325 -0.182
C 1.199 0.475 0.493
C 2.404 0.085 -0.402
C 2.319 -1.413 -0.765
C 3.770 0.386 0.281
N 3.809 1.698 0.961
C 3.945 2.928 0.456
C 4.018 3.172 -1.037
O 4.003 3.878 1.218
C 5.009 0.168 -0.610
O 4.916 0.074 -1.830
N 6.193 0.176 0.017
C 7.489 0.014 -0.642
H -0.940 0.746 0.468
H -0.182 0.859 -1.132
H -0.406 -0.726 -0.349
H 1.211 -0.124 1.405
H 1.283 1.524 0.775
H 2.340 0.660 -1.325
H 1.419 -1.613 -1.344
H 3.167 -1.713 -1.380
H 2.307 -2.021 0.140
H 3.862 -0.353 1.077
H 3.722 1.694 1.965
H 3.157 2.731 -1.529
H 4.018 4.246 -1.218
H 4.935 2.748 -1.437
H 6.188 0.326 1.013
H 7.842 -1.010 -0.516
H 8.214 0.705 -0.209
H 7.403 0.224 -1.711
O -6.255 -4.051 -0.956
C -6.437 -3.089 -1.685
O -7.268 -3.132 -2.752
C -5.726 -1.827 -1.399
C -5.672 -0.798 -2.354
C -4.991 0.390 -2.080
C -4.359 0.570 -0.847
C -4.399 -0.434 0.138
C -3.746 -0.246 1.454
C -3.283 -1.338 2.203
C -2.690 -1.102 3.441
C -2.559 0.206 3.907
N -2.989 1.259 3.200
C -3.571 1.039 2.008
C -5.088 -1.624 -0.161
H -7.619 -4.035 -2.748
H -6.156 -0.924 -3.320
H -4.949 1.174 -2.830
H -3.826 1.500 -0.674
H -3.359 -2.358 1.837
H -2.322 -1.925 4.044
H -2.090 0.377 4.872
H -3.931 1.908 1.467
H -5.157 -2.409 0.585
*
```

Results
structure (SMILES) = CC[C@H](C)[C@H](NC(C)=O)C(=O)NC.O=C(O)c1cccc(-c2cccnc2)c1
highest occupied orbital energy = -9.02 eV

Arrangement b

Below is the molecule C21H27N3O4, with properties calculated with ωB97M-V/def2-TZVPD.

ORCA input file:
```
! RIJCOSX wB97M-V def2-TZVPD def2/J DEFGRID3
* xyz 0 1
C -2.649 -3.146 -0.231
O -1.421 -3.655 -0.696
C -0.279 -2.976 -0.389
C -0.217 -1.796 0.338
C 1.006 -1.198 0.599
C 2.194 -1.764 0.152
N 3.480 -1.236 0.405
C 4.141 -0.702 -0.767
C 3.385 0.545 -1.272
N 2.926 1.314 -0.135
C 1.878 2.192 -0.134
O 1.540 2.778 0.882
N 1.276 2.420 -1.341
C 0.026 3.163 -1.386
C -1.166 2.278 -1.126
C -1.946 1.779 -2.155
C -3.017 0.956 -1.865
C -3.325 0.591 -0.560
O -4.405 -0.244 -0.439
C -5.126 -0.300 0.772
C -2.505 1.053 0.486
O -2.774 0.624 1.762
C -1.982 1.119 2.815
C -1.452 1.904 0.181
C 3.683 1.142 1.087
C 3.656 -0.335 1.530
C 2.120 -2.949 -0.585
C 0.910 -3.543 -0.854
H -2.874 -2.170 -0.668
H -3.404 -3.863 -0.549
H -2.662 -3.070 0.861
H -1.115 -1.321 0.699
H 1.015 -0.267 1.146
H 5.169 -0.454 -0.494
H 4.165 -1.453 -1.558
H 2.523 0.193 -1.850
H 4.027 1.150 -1.928
H 1.399 1.748 -2.080
H 0.098 3.933 -0.614
H -0.049 3.636 -2.368
H -1.735 2.045 -3.180
H -3.650 0.573 -2.650
H -6.053 -0.818 0.529
H -5.356 0.700 1.147
H -4.588 -0.857 1.542
H -0.930 0.842 2.696
H -2.061 2.207 2.902
H -2.377 0.654 3.717
H -0.813 2.285 0.961
H 3.233 1.790 1.839
H 4.715 1.470 0.916
H 4.613 -0.583 2.005
H 2.867 -0.520 2.259
H 3.033 -3.409 -0.934
H 0.854 -4.460 -1.418
*
```

Results
structure (SMILES) = COc1ccc(N2CCN(C(=O)NCc3ccc(OC)c(OC)c3)CC2)cc1
highest occupied orbital energy = -7.56 eV

From most stable to least stable, the computed energies give arrangement a, arrangement b.

Arrangement a

Below is an isolated ion of composition C5H12NO2 and charge +1, with properties calculated with ωB97M-V/def2-TZVPD.

ORCA input file:
```
! RIJCOSX wB97M-V def2-TZVPD def2/J DEFGRID3
* xyz 1 1
N 0.403 2.332 -0.160
C 0.081 0.885 0.039
C -1.258 0.677 -0.679
O -1.968 1.616 -0.908
C 1.191 -0.068 -0.399
C 1.488 -1.213 0.557
C 0.281 -1.876 1.200
O -0.637 -2.308 0.188
H 1.247 2.444 -0.719
H -0.392 2.754 -0.671
H 0.448 2.862 0.710
H -0.211 0.731 1.051
H -1.508 -0.362 -0.934
H 2.104 0.494 -0.588
H 0.893 -0.537 -1.335
H 2.219 -1.061 1.316
H 2.053 -1.990 0.029
H 0.578 -2.693 1.851
H -0.300 -1.131 1.733
H -0.455 -3.216 -0.087
*
```

Results
structure (SMILES) = [NH3+][C@@H](C=O)CCCO
highest occupied orbital energy = -14.14 eV

Arrangement b

Below is a 2-piece molecular cluster, C5H12NO2 overall, with properties calculated with ωB97M-V/def2-TZVPD.

ORCA input file:
```
! RIJCOSX wB97M-V def2-TZVPD def2/J DEFGRID3
* xyz 1 1
O 2.462 -0.822 -0.833
C 2.149 0.299 -0.562
C 1.139 1.050 -1.457
C 0.093 1.606 -0.442
C -0.310 0.520 0.589
C -1.236 -0.404 0.386
N 0.492 0.043 -2.324
H 2.439 0.876 0.328
H 1.631 1.869 -1.973
H -0.818 2.034 -0.857
H 0.510 2.401 0.173
H 0.043 0.734 1.587
H -1.671 -0.729 -0.558
H -1.662 -0.983 1.198
H 1.147 -0.697 -2.610
H -0.030 0.505 -3.066
H -0.170 -0.473 -1.732
H -1.507 -2.948 4.459
H -2.591 -2.648 3.480
O -2.110 -2.235 4.214
*
```

Results
highest occupied orbital energy = -13.86 eV

From most stable to least stable, the computed energies give arrangement a, arrangement b.